C25H28N2O7S | wB97M-V/def2-TZVPD

## Properties
**E_HOMO**: -0.293 Eh
**E_LUMO**: 0.59 eV
**SMILES**: COc1ccc(OC)c(N(CC(=O)NCc2ccccc2)S(=O)(=O)c2ccc(OC)c(OC)c2)c1
**Total charge**: 0
**F_max**: 1.072 eV/Å

Positions of all 63 atoms, in Å:
C 0.941176 3.208958 -3.440880
O 2.164465 2.959283 -2.786514
C 2.177624 2.044285 -1.782685
C 3.377714 1.902317 -1.090489
C 3.479776 1.022324 -0.032233
C 2.386455 0.271317 0.380279
O 2.395566 -0.557345 1.477894
C 3.645449 -0.937575 2.006935
C 1.189213 0.377671 -0.343183
N 0.049285 -0.361842 0.007625
C 0.096745 -1.800902 0.132885
C 0.157047 -2.434865 -1.266902
O 1.089143 -3.114638 -1.643726
N -0.928028 -2.138384 -1.996148
C -1.029320 -2.411740 -3.412565
C -0.998054 -1.139075 -4.222550
C -1.884153 -0.106387 -3.933179
C -1.866666 1.058859 -4.678594
C -0.967865 1.204587 -5.723459
C -0.077856 0.183851 -6.010941
C -0.090562 -0.979610 -5.260288
S -1.401727 0.377880 0.315733
O -1.257143 1.784721 0.101431
O -2.435263 -0.305859 -0.427575
C -1.636173 0.043627 2.050672
C -2.764016 -0.582548 2.520836
C -2.881636 -0.827446 3.884384
C -1.870869 -0.455752 4.757238
O -1.885251 -0.652863 6.096295
C -3.012191 -1.265212 6.677573
C -0.705873 0.181687 4.253622
O 0.238061 0.493665 5.170778
C 1.429973 1.091304 4.712504
C -0.608532 0.430493 2.896922
C 1.096674 1.250988 -1.418226
H 0.158768 3.488054 -2.729024
H 0.611637 2.340752 -4.019626
H 1.135831 4.041313 -4.115707
H 4.224143 2.497769 -1.391787
H 4.420719 0.946387 0.488579
H 4.294695 -1.355781 1.232914
H 3.429846 -1.704629 2.750145
H 4.152600 -0.097676 2.494064
H 0.970839 -2.108626 0.710429
H -0.812923 -2.114662 0.649744
H -1.623024 -1.520239 -1.587959
H -0.189785 -3.058944 -3.677080
H -1.967634 -2.947092 -3.604108
H -2.587684 -0.208370 -3.119551
H -2.556595 1.855952 -4.443909
H -0.960619 2.112220 -6.309347
H 0.630363 0.295043 -6.818886
H 0.608791 -1.772070 -5.483259
H -3.539494 -0.871833 1.830807
H -3.769902 -1.314024 4.252420
H -3.157967 -2.281859 6.299178
H -3.920617 -0.678874 6.508000
H -2.803321 -1.305095 7.745203
H 1.932780 0.458858 3.975899
H 2.058918 1.200138 5.594474
H 1.240793 2.076821 4.275685
H 0.248225 0.915809 2.462396
H 0.157432 1.294881 -1.943164

Cartesian forces (eV/Å) of the 6 atoms listed first:
-0.17 -0.04 -0.14
0.29 -0.03 0.15
0.11 -0.13 0.17
-0.24 0.06 -0.18
-0.02 -0.11 0.10
-0.20 -0.09 0.01

Per-atom Mulliken charges, elementary charge units: C -0.57; O -0.50; C 0.22; C -1.04; C -0.66; C 0.28; O -0.27; C -1.19; C -0.59; N 0.71; C -0.86; C 0.55; O -0.70; N 0.05; C -1.29; C 0.87; C -0.43; C -0.46; C -0.68; C -0.41; C -0.59; S 1.58; O -0.73; O -0.88; C -0.78; C -0.82; C -0.46; C 0.88; O -0.42; C -0.96; C 0.65; O -0.46; C -0.61; C -0.36; C 0.63; H 0.31; H 0.14; H 0.30; H 0.46; H 0.43; H 0.46; H 0.24; H 0.37; H 0.23; H 0.66; H 0.25; H 0.51; H 0.27; H 0.53; H 0.40; H 0.41; H 0.38; H 0.37; H 0.52; H 0.39; H 0.38; H 0.38; H 0.23; H 0.10; H 0.29; H 0.34; H 0.45; H 0.48